Entry 1:
Formula: C16H38ClFINO8
Source: OMol25
Level of theory: wB97M-V/def2-TZVPD

```
66
Properties=species:S:1:pos:R:3:mulliken_charge:R:1
C -2.352 -3.030 -1.796 -1.065
C -1.291 -1.868 -1.908 -0.302
C 0.201 -2.326 -1.885 0.028
F 0.973 -1.204 -2.289 -0.380
N 0.706 -2.840 -0.557 0.404
Cl 2.453 -2.567 -0.569 0.058
C 0.544 -4.338 -0.521 -0.140
C 0.623 -4.985 0.921 -0.257
O -0.418 -5.222 1.478 -0.411
I 2.433 -5.449 1.994 0.113
C 0.179 -2.102 0.671 0.399
O -0.938 -2.284 1.157 -0.504
O 0.987 -1.249 1.229 -0.724
H -2.273 -3.445 -0.747 0.235
H -3.416 -2.659 -1.882 0.328
H -2.223 -3.858 -2.552 0.282
H -1.551 -1.078 -1.145 0.245
H -1.450 -1.361 -2.912 0.409
H 0.428 -3.117 -2.664 0.346
H -0.380 -4.722 -1.026 0.330
H 1.420 -4.756 -1.107 0.508
C 7.140 -7.801 0.830 -1.038
C 6.210 -6.604 0.799 -0.209
O 5.358 -6.607 1.940 -0.437
H 6.567 -8.730 0.853 0.277
H 7.793 -7.811 -0.045 0.319
H 7.760 -7.786 1.731 0.331
H 5.578 -6.634 -0.090 0.272
H 6.779 -5.669 0.787 0.262
H 5.920 -6.571 2.724 0.252
C 1.173 2.787 -2.174 -0.941
C 0.471 1.770 -3.053 0.380
O -0.937 1.998 -3.045 -0.521
H 0.801 2.730 -1.149 0.237
H 2.252 2.618 -2.168 0.327
H 0.980 3.799 -2.526 0.314
H 0.649 0.761 -2.685 -0.249
H 0.832 1.830 -4.086 0.236
H -1.089 2.889 -3.380 0.297
C -6.313 -2.287 1.583 -1.085
C -5.904 -3.285 0.517 -0.269
O -4.493 -3.267 0.335 -0.373
H -5.995 -1.279 1.306 0.277
H -7.396 -2.288 1.726 0.351
H -5.833 -2.522 2.537 0.343
H -6.368 -3.034 -0.439 0.288
H -6.211 -4.298 0.795 0.247
H -4.086 -3.498 1.180 0.215
C 1.098 5.739 1.164 -0.712
C 2.150 5.727 0.073 -0.366
O 1.554 5.433 -1.187 -0.456
H 0.592 4.772 1.218 0.296
H 1.546 5.957 2.137 0.328
H 0.331 6.489 0.955 0.099
H 2.902 4.962 0.275 0.296
H 2.654 6.697 0.007 0.286
H 0.898 6.118 -1.365 0.265
C -2.658 9.702 2.452 -1.046
C -2.113 8.792 1.368 -0.272
O -0.947 8.115 1.827 -0.494
H -1.906 10.436 2.749 0.272
H -3.549 10.231 2.107 0.337
H -2.915 9.127 3.346 0.330
H -1.838 9.372 0.486 0.286
H -2.859 8.047 1.074 0.271
H -1.197 7.597 2.602 0.273
```

The value obtained for the largest force on an atom is 8.88 eV/A. Its HOMO-LUMO gap is 8.04 eV. The HOMO energy is -0.3180 Ha. Its SMILES is CC[C@@H](F)[N@+](Cl)(CC(=O)I)C(=O)[O-].CCO.CCO.CCO.CCO.CCO.

Entry 2:
Formula: C16H38N2O4S
Source: OMol25
Level of theory: wB97M-V/def2-TZVPD

```
61
Properties=species:S:1:pos:R:3:mulliken_charge:R:1
O -0.306 -2.276 2.892 -0.718
S -1.392 -1.506 2.386 1.343
O -1.782 -1.620 1.018 -0.586
C -1.133 0.199 2.816 -0.274
C -2.425 0.983 3.112 -0.599
C -3.720 0.325 2.635 -0.063
O -3.822 0.387 1.217 -0.503
C -3.867 -1.120 3.118 -0.693
O -2.627 -1.836 3.323 -0.417
H -0.500 0.146 3.700 0.491
H -0.551 0.625 1.999 -0.128
H -2.368 1.962 2.636 0.293
H -2.491 1.151 4.189 0.348
H -4.559 0.866 3.083 0.500
H -4.393 1.126 0.988 0.310
H -4.485 -1.684 2.420 0.269
H -4.321 -1.130 4.107 0.409
C 1.531 -4.256 0.895 -1.178
C 2.806 -4.056 0.093 -0.376
N 2.615 -3.134 -1.016 0.196
C 3.735 -3.084 -1.939 -0.703
C 5.066 -2.525 -1.423 -0.991
C 1.990 -1.859 -0.690 -0.613
C 2.654 -0.999 0.392 -0.990
H 0.704 -4.521 0.235 0.302
H 1.656 -5.048 1.634 0.447
H 1.258 -3.351 1.432 0.084
H 3.131 -5.006 -0.341 0.490
H 3.609 -3.741 0.780 0.268
H 3.419 -2.505 -2.811 0.346
H 3.903 -4.107 -2.292 0.432
H 5.027 -1.446 -1.277 0.214
H 5.859 -2.733 -2.144 0.406
H 5.352 -2.984 -0.475 0.270
H 0.959 -2.055 -0.386 0.209
H 1.927 -1.290 -1.622 0.371
H 2.886 -1.590 1.280 0.314
H 1.970 -0.204 0.699 0.230
H 3.575 -0.529 0.049 0.288
C -0.288 4.946 -2.971 -1.443
C -0.448 3.439 -2.841 -0.362
N -0.173 2.954 -1.500 0.212
C -0.015 1.508 -1.426 -0.441
C -1.232 0.631 -1.727 -0.718
C -0.954 3.565 -0.436 -0.625
C -2.483 3.482 -0.542 -0.680
H 0.690 5.260 -2.605 0.336
H -0.377 5.239 -4.018 0.440
H -1.053 5.490 -2.415 0.291
H 0.268 2.946 -3.504 0.460
H -1.447 3.154 -3.208 0.282
H 0.357 1.270 -0.424 -0.055
H 0.791 1.244 -2.117 0.393
H -1.963 0.649 -0.919 -0.069
H -0.913 -0.408 -1.834 0.405
H -1.728 0.922 -2.655 0.301
H -0.670 4.618 -0.370 0.337
H -0.626 3.108 0.502 0.311
H -2.827 3.741 -1.544 0.359
H -2.948 4.185 0.155 0.414
H -2.853 2.483 -0.314 -0.147
```

The value obtained for the largest force on an atom is 0.26 eV/A. Its HOMO-LUMO gap is 8.00 eV. The HOMO energy is -0.2830 Ha. Its SMILES is O=S1(=O)CC[C@@H](O)CO1.CCN(CC)CC.CCN(CC)CC.

Entry 3:
Formula: C16H38N5O6Zr
Source: OMol25
Level of theory: wB97M-V/def2-TZVPD

```
66
Properties=species:S:1:pos:R:3:mulliken_charge:R:1
Zr 18.170 -14.120 14.433 1.877
C 18.717 -12.771 19.770 -0.388
O 18.611 -13.195 18.406 -0.331
H 19.468 -11.983 19.841 0.255
H 17.813 -12.367 20.225 0.278
H 18.980 -13.640 20.373 0.240
C 13.794 -16.997 24.182 0.200
O 14.204 -18.143 24.145 -0.474
N 14.622 -15.952 24.046 0.153
C 14.095 -14.590 24.040 -0.845
C 16.058 -16.164 24.239 -0.863
H 12.743 -16.669 24.161 0.312
H 13.032 -14.470 23.828 0.316
H 14.596 -14.024 23.255 0.298
H 14.251 -14.101 25.002 0.365
H 16.274 -17.208 24.465 0.337
H 16.701 -15.935 23.389 0.286
H 16.468 -15.545 25.037 0.344
C 19.665 -19.285 16.762 0.178
O 19.339 -18.096 16.517 -0.653
N 19.127 -19.989 17.777 0.128
C 19.314 -21.432 17.937 -0.904
C 18.397 -19.378 18.866 -0.930
H 20.313 -19.938 16.157 0.307
H 18.339 -21.886 18.115 0.325
H 20.042 -21.712 18.698 0.336
H 19.667 -21.944 17.042 0.341
H 18.114 -18.388 18.508 0.297
H 17.483 -19.953 19.010 0.349
H 18.918 -19.279 19.819 0.284
C 19.349 -8.385 14.256 0.216
O 19.337 -9.570 14.607 -0.647
N 20.282 -7.450 14.614 0.052
C 20.380 -6.066 14.158 -0.870
C 21.327 -7.603 15.609 -0.948
H 18.563 -7.862 13.689 0.306
H 19.663 -5.670 13.439 0.338
H 21.378 -5.894 13.753 0.299
H 20.171 -5.477 15.051 0.365
H 21.203 -6.814 16.350 0.335
H 21.308 -8.539 16.167 0.298
H 22.316 -7.667 15.154 0.344
C 13.798 -17.265 16.813 0.164
O 14.721 -16.487 16.473 -0.671
N 12.888 -16.881 17.752 0.129
C 11.953 -17.909 18.407 -0.921
C 12.837 -15.530 18.274 -0.890
H 13.555 -18.277 16.453 0.332
H 12.178 -18.271 19.411 0.315
H 11.899 -18.782 17.756 0.315
H 10.903 -17.618 18.377 0.358
H 13.028 -14.802 17.485 0.295
H 11.904 -15.339 18.804 0.335
H 13.551 -15.300 19.065 0.289
C 25.183 -17.543 22.164 0.200
O 24.720 -18.500 22.635 -0.397
N 24.477 -16.650 21.459 0.116
C 24.868 -15.350 20.982 -0.790
C 23.025 -16.833 21.403 -0.970
H 26.248 -17.282 22.267 0.323
H 25.955 -15.266 20.945 0.320
H 24.428 -14.544 21.570 0.330
H 24.543 -15.219 19.950 0.296
H 22.567 -16.716 20.421 0.329
H 22.769 -17.840 21.731 0.322
H 22.531 -16.140 22.085 0.365
```

The value obtained for the largest force on an atom is 4.31 eV/A. Its HOMO-LUMO gap is 1.70 eV. Its charge is +3. The HOMO energy is -0.5550 Ha.

Entry 4:
Formula: C16H38N6O6P
Source: OMol25
Level of theory: wB97M-V/def2-TZVPD

```
67
Properties=species:S:1:pos:R:3:mulliken_charge:R:1
C -3.199 4.089 -0.040 -0.792
C -3.194 4.649 -1.504 -0.608
N -2.235 4.030 -2.434 0.169
C -0.911 3.833 -1.867 -0.393
C 0.123 3.350 -2.957 -1.010
N 1.397 3.023 -2.257 -0.036
C 1.549 1.940 -1.520 0.441
N 2.647 1.527 -0.788 -0.457
C 2.214 0.382 -0.212 0.203
P 3.469 -0.457 0.938 0.268
N 3.533 0.572 2.356 -0.591
O 4.939 -0.285 0.177 -0.453
N 0.964 0.037 -0.546 -0.415
N 0.564 1.024 -1.380 0.267
C -2.750 2.850 -3.098 0.270
C -3.257 1.569 -2.388 -0.819
O -2.747 2.845 -4.286 -0.488
H -4.178 4.169 0.469 0.303
H -2.475 4.688 0.560 0.306
H -2.868 3.038 0.058 0.140
H -4.211 4.500 -1.929 0.409
H -3.060 5.749 -1.421 0.322
H -0.548 4.834 -1.547 0.269
H -0.854 3.109 -1.023 0.439
H 0.357 4.145 -3.683 0.362
H -0.190 2.411 -3.456 0.418
H 2.196 3.642 -2.333 0.265
H 2.889 1.364 2.260 0.296
H 4.458 1.017 2.387 0.284
H 5.144 0.672 0.209 0.328
H 0.472 -0.787 -0.221 0.246
H -0.368 1.037 -1.781 0.276
H -4.332 1.470 -2.627 0.330
H -2.728 0.707 -2.855 0.333
H -3.043 1.510 -1.306 0.149
C 8.748 -5.258 1.562 -0.728
O 8.456 -3.868 1.591 -0.384
C 7.437 -3.502 0.672 -0.593
C 6.094 -3.339 1.364 -0.067
O 5.619 -4.573 1.882 -0.409
C 5.851 -4.712 3.275 -0.754
H 9.319 -5.500 2.458 0.249
H 7.839 -5.866 1.554 0.327
H 9.355 -5.493 0.682 0.319
H 7.369 -4.228 -0.143 0.339
H 7.727 -2.538 0.242 0.342
H 5.362 -2.997 0.626 0.177
H 6.151 -2.582 2.155 0.265
H 5.120 -4.120 3.836 0.315
H 6.861 -4.402 3.554 0.331
H 5.727 -5.763 3.535 0.253
C -8.347 -0.844 0.352 -0.685
O -7.496 -1.822 0.932 -0.377
C -6.388 -2.148 0.108 -0.589
C -5.127 -1.434 0.564 -0.472
O -5.234 -0.022 0.404 -0.256
C -5.552 0.642 1.618 -0.839
H -8.996 -0.457 1.137 0.253
H -7.782 -0.012 -0.075 0.263
H -8.967 -1.304 -0.424 0.328
H -6.605 -1.924 -0.941 0.320
H -6.229 -3.226 0.196 0.391
H -4.293 -1.765 -0.064 0.355
H -4.888 -1.689 1.601 0.358
H -4.660 0.714 2.250 0.291
H -6.345 0.131 2.168 0.426
H -5.893 1.648 1.374 0.224
```

The value obtained for the largest force on an atom is 2.83 eV/A. Its HOMO-LUMO gap is 7.37 eV. Its charge is +1. The HOMO energy is -0.3939 Ha.

Entry 5:
Formula: C16H38NP2
Source: OMol25
Level of theory: wB97M-V/def2-TZVPD

```
57
Properties=species:S:1:pos:R:3:mulliken_charge:R:1
C -1.779 -0.387 3.189 -0.589
C -0.570 -1.191 3.781 -0.770
C 0.706 -1.094 2.896 -0.317
C 1.303 0.355 2.797 0.001
C 2.847 0.276 2.458 -0.875
C 3.275 1.234 1.305 -1.092
C 2.894 0.757 -0.147 -0.108
C 2.462 -0.733 -0.264 1.120
C 2.657 -1.260 -1.739 -1.279
C 1.617 -0.711 -2.756 -0.668
C 0.222 -1.454 -2.675 -0.861
P -0.995 -0.635 -1.520 0.406
C -2.755 -1.054 -2.007 -0.587
C -3.394 -1.997 -0.901 -0.587
N -2.560 -3.145 -0.533 -0.537
P -0.664 1.509 -1.258 -0.041
C -1.439 1.898 0.402 -0.297
C -1.609 2.491 -2.534 -0.341
C -1.291 4.043 -2.387 -1.052
H -1.956 -0.742 2.150 -0.132
H -1.513 0.689 3.217 0.275
H -2.718 -0.569 3.750 0.417
H -0.886 -2.252 3.853 0.362
H -0.348 -0.845 4.808 0.353
H 1.465 -1.775 3.338 0.493
H 0.533 -1.442 1.852 -0.140
H 1.194 0.798 3.811 0.487
H 0.778 1.001 2.070 -0.154
H 3.358 0.648 3.374 0.441
H 3.193 -0.768 2.340 0.396
H 2.728 2.189 1.478 0.316
H 4.346 1.506 1.402 0.352
H 3.799 0.907 -0.780 0.409
H 2.140 1.450 -0.575 -0.014
H 3.051 -1.420 0.369 0.469
H 1.376 -0.771 -0.014 -1.225
H 3.692 -1.004 -2.040 0.484
H 2.617 -2.371 -1.697 0.417
H 1.513 0.388 -2.747 0.328
H 2.005 -0.967 -3.768 0.391
H -0.248 -1.550 -3.676 0.530
H 0.351 -2.498 -2.312 0.430
H -0.787 -1.224 -0.233 -0.257
H -2.736 -1.619 -2.959 0.497
H -3.312 -0.099 -2.083 0.331
H -4.350 -2.360 -1.323 0.370
H -3.627 -1.350 -0.028 0.259
H -2.154 -3.016 0.383 0.297
H -1.860 -3.356 -1.233 0.294
H -1.204 1.066 1.092 -0.673
H -2.545 1.921 0.300 0.463
H -1.054 2.861 0.781 0.521
H -1.313 2.163 -3.548 0.387
H -2.705 2.349 -2.428 0.354
H -0.739 4.189 -1.440 0.323
H -0.746 4.422 -3.266 0.308
H -2.266 4.552 -2.323 0.312
```

The value obtained for the largest force on an atom is 1.59 eV/A. Its HOMO-LUMO gap is 9.54 eV. Its charge is +1. The HOMO energy is -0.4515 Ha.

Entry 6:
Formula: C16H39GeN2O3ReS4
Source: OMol25
Level of theory: wB97M-V/def2-TZVPD

```
66
Properties=species:S:1:pos:R:3:mulliken_charge:R:1
Re -0.141 0.084 -0.038 0.597
C 2.097 -2.701 2.346 -1.379
C 1.082 -2.979 1.229 0.900
C 1.621 -4.145 0.387 -1.706
C -0.286 -3.347 1.817 -1.458
O 0.947 -1.848 0.380 0.345
Ge 2.439 -1.234 -0.983 0.213
O 0.847 -0.949 -2.113 0.495
C 0.814 -1.237 -3.514 1.170
C 1.887 -2.280 -3.836 -2.029
C 1.094 0.038 -4.316 -1.652
C -0.551 -1.830 -3.885 -1.610
O 1.968 0.693 -0.228 1.087
C 2.941 1.701 0.066 0.846
C 3.993 1.137 1.029 -1.400
C 2.280 2.938 0.690 -1.390
C 3.613 2.080 -1.262 -1.551
H 2.346 -3.622 2.865 0.526
H 1.704 -1.993 3.074 0.379
H 3.011 -2.289 1.917 0.274
H 1.644 -5.052 0.982 0.538
H 2.639 -3.927 0.056 0.416
H 0.995 -4.315 -0.488 0.307
H -0.166 -4.110 2.581 0.487
H -0.939 -3.746 1.043 0.342
H -0.758 -2.473 2.267 0.212
H 2.887 -1.859 -3.727 0.493
H 1.779 -2.626 -4.859 0.530
H 1.787 -3.141 -3.173 0.437
H 2.017 0.500 -3.965 0.335
H 0.278 0.755 -4.238 0.335
H 1.215 -0.206 -5.368 0.487
H -0.737 -2.745 -3.323 0.432
H -0.569 -2.084 -4.941 0.566
H -1.357 -1.119 -3.714 0.089
H 3.537 0.840 1.972 0.281
H 4.758 1.880 1.235 0.527
H 4.472 0.263 0.584 0.350
H 1.723 2.666 1.586 0.249
H 1.602 3.429 -0.007 0.369
H 3.044 3.657 0.974 0.489
H 4.051 1.188 -1.715 0.346
H 4.402 2.808 -1.098 0.499
H 2.888 2.502 -1.957 0.296
S 0.904 0.289 2.202 -0.143
S -0.235 0.878 3.733 0.130
S -2.176 0.402 3.022 0.029
S -2.061 1.207 1.205 -0.099
N -1.785 -1.202 -0.792 -0.374
C -3.125 -0.970 -1.413 -0.577
C -3.558 0.477 -1.655 -0.849
C -2.657 1.322 -2.566 -0.160
C -1.766 2.311 -1.818 -1.072
N -0.486 1.730 -1.374 -0.248
H -1.187 -1.627 -1.511 -0.011
H -1.912 -1.923 -0.079 0.171
H -3.885 -1.414 -0.769 0.416
H -3.157 -1.492 -2.375 0.330
H -3.699 0.993 -0.705 0.325
H -4.547 0.402 -2.113 0.403
H -3.293 1.908 -3.229 0.523
H -2.050 0.679 -3.202 -0.120
H -2.292 2.684 -0.934 0.578
H -1.560 3.167 -2.469 0.525
H 0.087 2.499 -1.014 0.145
H 0.024 1.382 -2.197 0.009
```

The value obtained for the largest force on an atom is 3.13 eV/A. Its HOMO-LUMO gap (spin up / spin down) is 7.29 / 5.96 eV. Its charge is +2. The HOMO energy (spin up / spin down) is -0.5475 / -0.5492 Ha. Its spin multiplicity is 3.

Entry 7:
Formula: C16H39GeN2O3ReS4
Source: OMol25
Level of theory: wB97M-V/def2-TZVPD

```
66
Properties=species:S:1:pos:R:3:mulliken_charge:R:1
Re -0.082 0.546 0.026 2.060
C -0.604 0.372 3.743 -1.597
C -1.571 -0.383 2.852 1.391
C -2.868 0.381 2.661 -1.307
C -1.827 -1.780 3.389 -1.835
O -0.913 -0.556 1.527 0.341
Ge -1.381 -1.986 0.230 -0.005
O 0.425 -1.455 -0.340 -0.092
C 1.479 -2.427 -0.696 1.208
C 0.792 -3.685 -1.207 -1.904
C 2.328 -1.820 -1.795 -1.149
C 2.278 -2.726 0.561 -1.300
O -1.733 -0.362 -0.828 0.423
C -2.634 -0.268 -2.005 1.418
C -3.869 0.500 -1.572 -1.374
C -1.896 0.445 -3.122 -1.471
C -2.991 -1.686 -2.418 -1.946
H -1.042 0.494 4.734 0.539
H 0.331 -0.179 3.871 0.379
H -0.412 1.374 3.353 0.163
H -3.399 0.442 3.611 0.525
H -2.688 1.398 2.317 0.253
H -3.518 -0.128 1.947 0.194
H -2.212 -1.710 4.407 0.510
H -2.577 -2.312 2.801 0.470
H -0.907 -2.367 3.421 0.357
H 0.133 -3.460 -2.049 0.370
H 1.544 -4.393 -1.555 0.517
H 0.221 -4.187 -0.424 0.478
H 1.729 -1.626 -2.687 0.300
H 2.805 -0.899 -1.464 -0.069
H 3.122 -2.512 -2.076 0.556
H 1.627 -3.108 1.349 0.289
H 3.033 -3.485 0.355 0.496
H 2.794 -1.839 0.930 0.186
H -3.624 1.517 -1.272 0.289
H -4.578 0.553 -2.399 0.476
H -4.362 -0.004 -0.739 0.294
H -1.680 1.481 -2.851 0.235
H -0.979 -0.087 -3.386 0.211
H -2.521 0.473 -4.013 0.564
H -3.536 -2.210 -1.631 0.484
H -3.643 -1.655 -3.291 0.522
H -2.102 -2.261 -2.693 0.377
S 0.573 4.121 2.467 0.009
S 0.213 5.256 0.965 0.155
S -0.741 4.181 -0.620 -0.039
S -1.369 2.426 0.220 -0.298
N 1.558 0.959 1.356 -0.578
C 3.009 0.967 0.971 -0.233
C 3.473 2.309 0.443 -1.173
C 2.606 2.878 -0.672 0.450
C 2.321 1.907 -1.810 -0.915
N 0.930 1.322 -1.754 -1.018
H 1.338 1.836 1.844 -0.115
H 1.441 0.230 2.061 0.233
H 3.153 0.177 0.238 -0.015
H 3.591 0.700 1.853 0.517
H 4.500 2.176 0.094 0.372
H 3.521 3.032 1.262 0.488
H 3.090 3.769 -1.071 0.557
H 1.658 3.221 -0.265 -0.752
H 3.027 1.079 -1.817 0.534
H 2.410 2.403 -2.775 0.470
H 0.895 0.583 -2.454 0.138
H 0.310 2.050 -2.108 0.388
```

The value obtained for the largest force on an atom is 1.67 eV/A. Its HOMO-LUMO gap (spin up / spin down) is 5.47 / 6.81 eV. Its charge is +2. The HOMO energy (spin up / spin down) is -0.5158 / -0.5423 Ha. Its spin multiplicity is 3.